The following is a DFT calculation (ωB97M-V/def2-TZVPD) of a structure of composition C5H9ClN2.

```
17
C5H9ClN2 (ωB97M-V/def2-TZVPD)
C -0.5432 -1.8969 0.7861
C 0.1294 0.4466 0.0499
C -0.3349 -0.5880 -2.0641
C 0.7650 1.5275 1.0316
C 0.9012 2.6879 0.4918
H 0.6729 -2.1979 1.3185
H -1.4069 -2.2960 1.5822
H -0.4844 -2.2301 -0.5187
H -1.0223 0.0835 1.7312
H -1.5129 -0.3044 -2.1734
H 0.2232 -0.5608 -3.2923
H -0.3110 -1.8746 -1.6856
H 0.6801 2.7165 -0.5663
H 1.5573 3.4839 1.0227
N -0.7355 -0.3774 0.7493
N 0.4270 0.3029 -1.1761
Cl 0.9949 1.0773 2.7131
```

Values from the calculation:
- Calculated total energy: -20827.6947 eV
- HOMO-LUMO gap: 0.3548 hartree
- ΔE to the lowest compared entry with this formula, charge and spin: 142.1 kcal/mol
- Highest occupied orbital energy: -0.337 Ha
- Multiplicity: 1

---

The following is a DFT calculation (ωB97M-V/def2-TZVPD) of an isolated molecule of C5H9ClN2O.

```
18
C5H9ClN2O (ωB97M-V/def2-TZVPD)
C -1.3988 -1.6244 -1.0413
C -0.5530 -1.0809 -0.1482
C 0.2466 2.6232 -0.4241
C -0.5371 1.3938 -0.8169
C 0.2618 -1.8132 0.9038
N 2.3179 -1.2353 1.3133
N 1.1361 -0.9408 1.5347
O -0.0071 0.2592 -0.0704
Cl -0.8633 -2.3138 2.3538
H -1.7242 -0.9191 -1.8264
H -1.7956 -2.6467 -0.8337
H -0.0005 3.0543 0.5611
H 1.2675 2.1293 -0.3779
H 0.1562 3.4875 -1.1425
H -0.5469 1.4117 -1.8945
H -1.5239 1.6902 -0.4816
H 0.5420 -2.7829 0.5461
H 3.0226 -0.6921 1.8448
```

Values from the calculation:
- Calculated total energy: -22877.2453 eV
- SMILES: [H]/N=N/[C@@H](Cl)C(=C)OCC
- HOMO-LUMO gap: 0.3530 hartree
- ΔE to the lowest compared entry with this formula, charge and spin: 61.7 kcal/mol
- Highest occupied orbital energy: -0.344 Ha
- Multiplicity: 1

---

The following is a DFT calculation (ωB97M-V/def2-TZVPD) of an isolated molecule of C5H9ClS.

```
16
C5H9ClS (ωB97M-V/def2-TZVPD)
C 2.0299 -0.9608 0.9357
C 0.1744 0.8725 -0.1499
C 0.2851 2.3195 0.0799
C -0.9898 0.2163 0.0107
C -2.3554 0.7296 0.3207
H 3.0533 -1.3391 0.8328
H 1.3652 -1.8154 1.1312
H 1.9988 -0.2695 1.7847
H 0.9620 2.8500 -0.6046
H -0.7193 2.7680 0.0158
H 0.6486 2.4849 1.1104
H -2.7005 0.2175 1.2411
H -2.3884 1.8013 0.4927
H -3.0296 0.4829 -0.5074
S 1.6444 -0.0423 -0.5884
Cl -1.1980 -1.5038 -0.1920
```

Values from the calculation:
- Calculated total energy: -28688.0892 eV
- SMILES: CS/C(C)=C(/C)Cl
- HOMO-LUMO gap: 0.3458 hartree
- ΔE to the lowest compared entry with this formula, charge and spin: 2.6 kcal/mol
- Highest occupied orbital energy: -0.313 Ha
- Multiplicity: 1

---

The following is a DFT calculation (ωB97M-V/def2-TZVPD) of a structure of composition C5H9CoO2S3.

```
20
C5H9CoO2S3 (ωB97M-V/def2-TZVPD)
Co 1.6208 -0.7499 0.8224
S 2.7789 -3.0266 -2.7525
C 2.3732 -2.1231 -1.4443
S 0.8744 -2.2863 -0.5669
S 3.3317 -0.8917 -0.6794
O 0.8200 -0.6446 2.4147
O 2.2008 -0.8668 2.5171
C -1.8207 -0.4063 0.2173
C -0.8902 0.7884 0.3981
C -1.4962 2.0373 -0.2517
C 0.4932 0.5441 -0.1693
H -2.8136 -0.1823 0.6178
H -1.4319 -1.2814 0.7394
H -1.9260 -0.6607 -0.8412
H -0.7861 0.9768 1.4703
H -1.6250 1.8839 -1.3273
H -0.8533 2.9092 -0.1118
H -2.4759 2.2605 0.1797
H 1.1505 1.4066 0.0005
H 0.4753 0.3126 -1.2330
```

Values from the calculation:
- Net charge: -1
- Calculated total energy: -79556.7637 eV
- HOMO-LUMO gap (alpha / beta): 0.2493 / 0.2838 hartree
- Expectation value of S²: 1.054
- Highest occupied orbital energy (alpha / beta): -0.173 / -0.170 Ha
- Multiplicity: 2

---

The following is a DFT calculation (ωB97M-V/def2-TZVPD) of a structure of composition C5H9CoO3.

```
18
C5H9CoO3 (ωB97M-V/def2-TZVPD)
O -1.7730 1.5745 -0.5918
C -2.7026 0.6573 -0.4018
C -2.6738 -0.3345 0.5378
H -3.5579 0.6970 -1.0977
H -3.6314 -0.4858 1.0465
H -1.9923 -0.6873 1.3147
O 1.7652 2.0118 -0.1031
C 2.4936 0.9309 0.3763
C 1.9639 -0.3895 -0.1762
O 0.5277 -0.3495 -0.0424
C -0.1724 -1.4835 -0.3540
Co -0.0259 1.5461 -0.2486
H 2.4638 0.8775 1.4850
H 3.5634 0.9870 0.0955
H 2.3545 -1.2553 0.3763
H 2.1884 -0.4950 -1.2493
H -1.0735 -1.3900 -0.9604
H 0.2821 -2.4117 -0.0068
```

Values from the calculation:
- Net charge: +1
- Calculated total energy: -49087.6711 eV
- HOMO-LUMO gap (alpha / beta): 0.3105 / 0.2132 hartree
- Expectation value of S²: 8.777
- ΔE to the lowest compared entry with this formula, charge and spin: 0.0 kcal/mol
- Highest occupied orbital energy (alpha / beta): -0.464 / -0.493 Ha
- Multiplicity: 6

---

The following is a DFT calculation (ωB97M-V/def2-TZVPD) of a structure of composition C5H9CuMgO3.

```
19
C5H9CuMgO3 (ωB97M-V/def2-TZVPD)
O -0.5432 0.7251 -2.4925
Mg -2.3315 1.2844 -3.3420
C 1.7479 1.3809 -2.2479
C 0.5127 1.0790 -1.8177
O 0.1999 1.0084 -0.4540
C 1.0824 0.3308 0.4374
C 0.2167 -0.2442 1.5328
O -0.8639 -0.9370 0.9114
C -1.5877 -1.7837 1.7976
Cu -1.6989 0.1253 -0.6622
H 2.1098 0.9481 -3.1782
H 2.4388 1.9234 -1.6059
H 1.8208 1.0264 0.8573
H 1.6058 -0.4675 -0.1067
H -0.1887 0.5471 2.1828
H 0.8078 -0.9402 2.1450
H -2.4191 -2.2183 1.2319
H -0.9308 -2.5841 2.1644
H -1.9789 -1.2038 2.6463
```

Values from the calculation:
- Calculated total energy: -61553.8291 eV
- HOMO-LUMO gap (alpha / beta): 0.1835 / 0.2642 hartree
- Expectation value of S²: 2.003
- Highest occupied orbital energy (alpha / beta): -0.171 / -0.292 Ha
- Multiplicity: 3

---

The following is a DFT calculation (ωB97M-V/def2-TZVPD) of the ion C5H9F2O4SSi with charge +1.

```
22
C5H9F2O4SSi (ωB97M-V/def2-TZVPD)
C -2.0684 -0.0162 4.1725
C -0.0656 -1.0603 4.2896
C -0.2290 1.2425 1.1907
C -1.2870 -0.2475 -1.4862
C 1.6540 -0.9726 -0.2918
O -2.8773 0.7914 4.4111
O -0.8894 -1.6834 1.1294
O -2.2746 -0.9706 3.2071
O -0.8177 -0.0472 4.8535
F 1.0185 -0.6219 3.6380
F 0.2768 -2.0312 5.1218
Si -0.0309 -0.1466 -0.0781
S -1.3801 -2.2336 2.3844
H -1.1751 1.1839 1.7272
H 0.5779 1.2418 1.9209
H -0.2035 2.2133 0.7016
H -1.3933 0.7171 -1.9793
H -0.9944 -0.9676 -2.2480
H -2.2739 -0.5366 -1.1278
H 2.1533 -1.1798 0.6530
H 1.5656 -1.9142 -0.8305
H 2.3188 -0.3330 -0.8716
```

Values from the calculation:
- Net charge: +1
- Calculated total energy: -37659.6607 eV
- HOMO-LUMO gap (alpha / beta): 0.2888 / 0.3203 hartree
- ΔE to the lowest compared entry with this formula, charge and spin: 29.2 kcal/mol
- Highest occupied orbital energy (alpha / beta): -0.518 / -0.524 Ha
- Multiplicity: 1

---

The following is a DFT calculation (ωB97M-V/def2-TZVPD) of a structure of composition C5H9F6KO10PS2.

```
34
C5H9F6KO10PS2 (ωB97M-V/def2-TZVPD)
K 12.6444 -6.2405 -19.2762
C 14.5626 -10.9126 -18.0171
F 14.2720 -12.2275 -18.0324
F 15.3262 -10.7005 -16.9276
F 15.3384 -10.6646 -19.0798
S 13.0178 -9.8757 -18.0233
O 13.5298 -8.6245 -18.5709
O 12.1335 -10.6041 -18.8777
O 12.6632 -9.8196 -16.6225
C 9.6269 -7.1456 -22.5907
F 9.9134 -5.8202 -22.4434
F 8.2946 -7.2682 -22.4529
F 9.9578 -7.4854 -23.8397
S 10.5467 -8.1650 -21.3607
O 10.1969 -9.4991 -21.7391
O 11.9434 -7.8170 -21.6084
O 10.1201 -7.7500 -20.0373
C 14.8875 -1.6608 -21.3453
O 14.3679 -1.3632 -20.0491
P 13.2275 -2.2495 -19.4295
O 13.5811 -3.6010 -18.9997
O 12.1090 -2.1878 -20.5604
C 10.8415 -2.8138 -20.3099
O 12.7183 -1.3746 -18.2272
C 12.0164 -0.1619 -18.4742
H 15.9203 -1.9984 -21.2872
H 14.8741 -0.7606 -21.9625
H 14.2963 -2.4078 -21.8760
H 10.6547 -3.5746 -21.0715
H 10.0455 -2.0762 -20.4018
H 10.7601 -3.3104 -19.3426
H 12.5158 0.6639 -17.9686
H 11.0106 -0.2469 -18.0584
H 11.9366 0.0787 -19.5332
```

Values from the calculation:
- Net charge: -1
- Calculated total energy: -89402.3160 eV
- HOMO-LUMO gap: 0.2846 hartree
- ΔE to the lowest compared entry with this formula, charge and spin: 2.5 kcal/mol
- Highest occupied orbital energy: -0.221 Ha
- Multiplicity: 1

---

Q: Number 5 is which compound?
A: C5H9CoO3

---

Q: Which value of calculated total energy does entry 6 give?
A: -61553.8291 eV

---

What did the sixth record say?
The following is a DFT calculation (ωB97M-V/def2-TZVPD) of a structure of composition C5H9CuMgO3.

```
19
C5H9CuMgO3 (ωB97M-V/def2-TZVPD)
O -0.5432 0.7251 -2.4925
Mg -2.3315 1.2844 -3.3420
C 1.7479 1.3809 -2.2479
C 0.5127 1.0790 -1.8177
O 0.1999 1.0084 -0.4540
C 1.0824 0.3308 0.4374
C 0.2167 -0.2442 1.5328
O -0.8639 -0.9370 0.9114
C -1.5877 -1.7837 1.7976
Cu -1.6989 0.1253 -0.6622
H 2.1098 0.9481 -3.1782
H 2.4388 1.9234 -1.6059
H 1.8208 1.0264 0.8573
H 1.6058 -0.4675 -0.1067
H -0.1887 0.5471 2.1828
H 0.8078 -0.9402 2.1450
H -2.4191 -2.2183 1.2319
H -0.9308 -2.5841 2.1644
H -1.9789 -1.2038 2.6463
```

Values from the calculation:
- Calculated total energy: -61553.8291 eV
- HOMO-LUMO gap (alpha / beta): 0.1835 / 0.2642 hartree
- Expectation value of S²: 2.003
- Highest occupied orbital energy (alpha / beta): -0.171 / -0.292 Ha
- Multiplicity: 3

---

Q: What is the multiplicity in the eighth record?
A: 1